Entry from the Open Molecules 2025 dataset: a structure of composition C5H11NiO in a non-equilibrium geometry (wB97M-V/def2-TZVPD).

The calculation puts the maximum force at 5.2 eV Å⁻¹. Its charge is +1. As for the spin multiplicity: 3. The calculation puts the HOMO energy (spin up / spin down) at -0.4620 / -0.4651 hartree. The value obtained for the orbital gap (spin up / spin down) is 6.3 / 6.3 eV.

XYZ file:
```
18
C5H11NiO, DFT wB97M-V/def2-TZVPD
C 2.7116 0.0457 -0.0642
C 1.2856 -0.4113 -0.7335
C -0.0114 0.2983 -0.0264
C -1.3013 -0.7571 -0.1660
C -2.5956 -0.0423 0.6159
O -3.1598 0.9358 -0.3724
H 3.5491 -0.1965 -0.8804
H 2.9679 -0.6127 0.8735
H 2.8105 1.1951 0.1560
H 1.1858 -1.5738 -0.4830
H -0.3119 1.2158 -0.7292
H 0.1453 0.6281 1.0872
H -1.0074 -1.7845 0.3359
H -1.4936 -0.8536 -1.3371
H -2.1545 0.4992 1.5572
H -3.4413 -0.8153 0.8721
H -3.3378 0.3370 -1.1811
Ni 4.1587 1.8920 0.4754
```